1.
C19H33BaN4O8Sb as an isolated structure. Source: the OMol25 dataset; level of theory: ωB97M-V with the def2-TZVPD basis set.

Output
* net charge: -2
* multiplicity: 1
* HOMO: -0.108 hartree
* relative energy (zero: lowest compared OMol25 entry of this formula, charge and spin): 38.02 kcal/mol

Element x y z (Å)
1 Ba 0.6004 0.5855 0.7951
2 O 2.7081 0.7519 -3.3543
3 C 1.9587 1.0110 -2.4014
4 O 2.0720 0.6224 -1.1920
5 C 0.7470 1.9233 -2.6549
6 N -0.5344 1.3705 -2.1923
7 C -0.9162 0.1781 -2.9482
8 C -0.2877 -1.1312 -2.4755
9 N -0.5136 -1.4582 -1.0596
10 C -1.9380 -1.6465 -0.7789
11 C -2.2725 -1.9116 0.6923
12 N -1.9966 -0.7835 1.5840
13 C -3.1410 0.1037 1.7867
14 C -3.5660 0.9259 0.5818
15 N -2.4970 1.7112 -0.0141
16 C -2.7908 2.0768 -1.3934
17 C -1.5655 2.3981 -2.2415
18 C -2.1890 2.8974 0.8037
19 C -0.8566 3.5844 0.4460
20 O -0.8898 4.7684 0.0794
21 O 0.1573 2.8249 0.5904
22 C -1.5137 -1.2074 2.9175
23 C -0.9424 -0.0117 3.7093
24 O -1.2634 0.0970 4.8998
25 O -0.1911 0.7580 3.0152
26 C 0.2782 -2.6493 -0.7079
27 C 0.7418 -2.7425 0.7586
28 O 0.6930 -3.8447 1.3136
29 O 1.1718 -1.6359 1.2478
30 H 0.7118 2.1628 -3.7260
31 H 0.9190 2.8422 -2.0864
32 H -0.6459 0.2946 -4.0111
33 H -2.0026 0.0913 -2.9219
34 H 0.7897 -1.0949 -2.6359
35 H -0.6748 -1.9398 -3.1252
36 H -2.3322 -2.4882 -1.3790
37 H -2.4566 -0.7464 -1.1010
38 H -1.7038 -2.7761 1.0411
39 H -3.3330 -2.2051 0.7480
40 H -2.9042 0.7798 2.6096
41 H -4.0175 -0.4794 2.1179
42 H -4.4020 1.5688 0.9126
43 H -3.9798 0.2716 -0.1863
44 H -3.4594 2.9541 -1.4391
45 H -3.3408 1.2481 -1.8433
46 H -1.1317 3.3390 -1.9092
47 H -1.9141 2.5688 -3.2763
48 H -2.0915 2.5820 1.8466
49 H -2.9956 3.6381 0.7227
50 H -0.7051 -1.9332 2.7929
51 H -2.3130 -1.6653 3.5122
52 H 1.2054 -2.6174 -1.2865
53 H -0.2467 -3.5787 -0.9598
54 C 5.7489 0.4944 0.7141
55 Sb 3.7479 -0.2431 1.0979
56 C 4.3847 -1.4413 2.7845
57 C 4.0099 -1.8307 -0.3132
58 H 6.4640 -0.3242 0.8442
59 H 6.0069 1.3174 1.3873
60 H 5.7952 0.8589 -0.3182
61 H 5.2417 -2.0663 2.5130
62 H 3.5446 -2.0768 3.0847
63 H 4.6573 -0.7934 3.6239
64 H 5.0232 -2.2289 -0.2133
65 H 3.8498 -1.4221 -1.3160
66 H 3.2872 -2.6264 -0.1131

Forces on the atoms, in the same order (eV/Å):
-1.04 0.12 -1.26
-0.07 0.00 0.10
0.14 -0.17 0.40
0.81 0.10 -1.70
-0.24 0.01 0.12
0.30 -0.11 -0.18
0.04 0.16 0.12
-0.01 0.07 0.29
0.10 -0.38 -0.14
0.25 0.10 0.07
0.18 0.18 0.07
-0.03 -0.13 0.38
0.23 -0.08 -0.07
0.02 0.10 -0.08
0.16 0.29 0.13
-0.02 -0.05 0.16
0.13 -0.12 0.10
-0.08 -0.23 -0.01
0.45 -0.14 0.10
0.04 -0.17 0.05
-1.05 3.37 -0.49
-0.03 0.00 -0.28
0.24 0.47 -0.22
0.13 -0.03 -0.12
-1.13 -0.28 2.47
-0.09 0.15 -0.01
0.23 0.52 0.34
0.01 0.07 -0.04
0.29 -3.22 0.15
-0.05 0.03 -0.13
0.02 -0.04 -0.03
0.01 0.01 -0.07
-0.03 -0.03 0.00
-0.05 0.03 0.04
-0.07 0.01 -0.02
-0.04 -0.09 0.00
0.02 -0.02 0.00
0.00 0.03 -0.01
-0.11 0.00 -0.02
0.10 -0.05 -0.02
-0.11 -0.05 0.02
-0.08 0.04 -0.02
-0.01 -0.09 -0.04
-0.07 0.04 -0.01
-0.02 -0.06 -0.05
0.04 -0.03 0.04
-0.05 0.02 -0.09
-0.02 0.00 -0.07
-0.14 0.04 -0.01
-0.08 0.05 -0.04
-0.11 -0.07 0.02
-0.04 0.02 -0.04
-0.09 -0.07 -0.10
0.13 0.11 -0.09
0.89 -0.38 0.24
-0.02 -0.08 0.08
-0.09 -0.05 -0.13
-0.02 0.11 -0.03
-0.01 -0.09 -0.05
0.02 -0.05 0.15
-0.07 0.05 0.04
0.14 0.10 -0.06
-0.02 -0.08 -0.08
-0.03 0.02 -0.04
0.03 -0.07 0.15
0.11 0.13 0.00

=====

2.
C19H33Be2ClF3IN3O16S2 as an isolated structure. Source: the OMol25 dataset; level of theory: ωB97M-V with the def2-TZVPD basis set.

Output
* net charge: +1
* multiplicity: 1
* HOMO: -0.382 hartree

Element x y z (Å)
1 C -6.3762 5.8323 -1.2905
2 C -5.4548 4.6717 -2.0655
3 C -6.5106 3.4473 -2.4154
4 C -4.2636 4.2550 -1.0196
5 C -3.5184 2.8310 -1.3410
6 O -3.1988 2.2025 -0.0515
7 C -4.0180 1.0129 0.2186
8 O -5.2438 0.7587 -0.2442
9 O -3.4259 0.0099 1.1645
10 I -3.7104 0.8907 3.0031
11 H -7.0276 5.2430 -0.4849
12 H -7.1186 6.3516 -2.0679
13 H -5.7224 6.6085 -0.6965
14 H -5.0617 5.2185 -3.0509
15 H -6.5051 2.5882 -1.6172
16 H -6.2363 3.0275 -3.4980
17 H -7.5884 3.9131 -2.4540
18 H -4.6574 4.3223 0.1052
19 H -3.4296 5.1053 -1.0962
20 H -4.0635 2.1424 -2.1134
21 H -2.4707 3.1111 -1.8401
22 O -5.9272 2.9683 4.5417
23 H -5.9141 3.9315 4.6458
24 H -6.7580 2.7946 4.0741
25 Cl -3.2622 1.4179 -3.1646
26 C -0.3237 -0.0950 0.6509
27 C 0.8688 -0.2469 -0.2560
28 O 1.2897 0.6787 -0.9492
29 N 1.4849 -1.4686 -0.2889
30 C 1.1304 -2.6560 0.4505
31 H -0.7139 0.9228 0.5787
32 H -1.1110 -0.7910 0.3494
33 H -0.0289 -0.2813 1.6870
34 H 2.2790 -1.5044 -0.9175
35 H 1.9888 -2.9445 1.0620
36 H 0.9134 -3.4510 -0.2671
37 H 0.2632 -2.5041 1.0942
38 Be 2.1047 -1.4217 2.3560
39 C 1.0581 6.1561 -0.3399
40 C -0.0974 5.5866 0.4788
41 O -1.0068 6.6719 0.6459
42 S -0.9286 7.6358 -0.6676
43 O -2.0112 7.2761 -1.5563
44 O -0.6891 8.9903 -0.2268
45 O 0.4566 7.0384 -1.2859
46 H 1.7357 6.7422 0.2894
47 H 1.6245 5.3748 -0.8536
48 H 0.2284 5.2037 1.4488
49 H -0.6157 4.7932 -0.0700
50 C 1.8200 -6.3408 2.0302
51 C 1.5555 -7.3158 2.9054
52 C 2.4791 -7.6195 4.0162
53 O 2.2387 -8.5129 4.8165
54 C 3.7048 -6.8035 4.1234
55 C 3.9694 -5.8285 3.2483
56 C 3.0458 -5.5248 2.1374
57 O 3.2862 -4.6314 1.3371
58 H 1.1536 -6.1056 1.2094
59 H 0.6603 -7.9226 2.8407
60 H 4.3712 -7.0387 4.9443
61 H 4.8645 -5.2217 3.3129
62 C 7.4561 -6.9217 2.7456
63 O 7.0690 -6.8064 3.8978
64 N 6.7052 -7.4788 1.7785
65 N 8.6681 -6.5019 2.3400
66 H 7.0065 -7.5825 0.8242
67 H 5.7856 -7.8082 2.0415
68 H 9.2651 -6.0764 3.0371
69 H 9.0044 -6.5881 1.3959
70 O -0.2482 8.3156 -3.8185
71 H 0.0480 7.9209 -3.0187
72 Be -1.7860 2.1302 -5.0895
73 C 3.5802 -3.6797 -4.6268
74 F 3.4733 -4.8685 -3.9507
75 F 4.9247 -3.4718 -4.8035
76 F 3.0726 -3.9168 -5.8791
77 S 2.7315 -2.2639 -3.7509
78 O 3.3946 -2.1557 -2.4442
79 O 1.3185 -2.6546 -3.6498
80 O 2.9448 -1.0877 -4.6050

Forces on the atoms, in the same order (eV/Å):
-0.19 -0.78 0.26
-1.25 1.06 0.73
0.43 0.44 -0.72
-0.50 1.31 -0.61
2.36 3.84 2.97
-2.16 -3.70 -1.04
-5.02 -2.05 -0.56
8.25 2.21 2.25
-1.29 4.02 -2.02
0.03 -0.31 -0.48
1.30 1.35 -1.71
1.80 -1.07 1.83
-1.28 -1.37 -1.43
-0.55 -1.57 2.14
0.11 1.68 -1.53
-0.76 0.65 2.42
2.14 -1.05 -0.05
0.70 -0.74 -2.54
-1.59 -1.94 0.11
-1.64 0.95 1.99
-2.36 -0.67 1.57
-0.19 0.28 -0.23
0.04 -0.31 0.05
0.25 -0.03 0.18
2.49 -1.10 -4.80
-0.14 0.15 -0.42
0.37 0.90 -0.94
-0.55 -0.76 0.71
0.09 1.19 1.05
-0.33 0.35 -0.56
0.18 -0.19 0.03
0.04 0.01 0.28
-0.21 -0.08 0.25
0.25 -0.38 -0.52
0.32 -0.80 0.13
0.14 -0.34 0.38
-0.17 0.05 -0.15
0.04 -0.09 -0.77
0.56 -0.31 0.71
0.22 -0.51 -0.39
0.27 0.81 -0.70
-0.33 1.04 0.69
1.26 0.47 0.81
-0.64 -2.07 -0.78
-1.12 0.05 0.20
-0.08 -0.10 -0.06
-0.19 0.24 -0.10
-0.17 0.28 -0.09
0.11 -0.04 0.05
-0.24 -0.27 0.11
-0.22 0.24 -0.44
-0.10 -0.81 0.80
0.13 0.75 -0.70
0.27 0.30 -0.04
0.05 -0.09 0.21
0.23 0.04 -0.03
-0.15 -0.07 0.31
0.02 -0.03 -0.03
0.04 0.00 0.02
0.06 0.00 -0.08
0.04 -0.10 0.01
0.01 0.05 0.49
-0.22 0.11 0.24
-1.19 -0.60 -0.71
1.23 0.59 0.06
-0.05 0.01 0.17
0.40 0.06 -0.14
-0.20 -0.18 -0.29
-0.06 0.00 0.18
-0.68 0.72 -1.62
0.78 -0.78 1.32
-1.00 -1.08 1.21
1.22 -1.82 -1.21
-0.18 1.48 -0.31
-1.58 0.23 0.46
0.20 0.69 1.52
-0.86 1.69 0.08
-0.23 -0.47 -0.73
1.22 -0.10 -0.07
-0.01 -1.52 0.62

=====

3.
C19H33Cl22I2N2 as an isolated structure. Source: the OMol25 dataset; level of theory: ωB97M-V with the def2-TZVPD basis set.

Output
* net charge: +1
* multiplicity: 1
* HOMO: -0.427 hartree

Element x y z (Å)
1 C 1.3711 1.0364 0.6995
2 C 2.4769 1.2366 0.0190
3 N 3.7242 1.3606 0.7279
4 C 4.1281 2.4915 1.3124
5 N 5.3218 2.2923 1.8399
6 C 5.7230 0.9985 1.6111
7 C 4.7136 0.4052 0.8996
8 C 4.8343 -1.0152 0.4192
9 I 3.0285 -2.1577 0.5726
10 C 5.5292 -1.0229 -0.9822
11 C 6.5005 -2.1774 -1.1313
12 I 4.0926 -0.9991 -2.5681
13 H 1.4084 0.8517 1.7610
14 H 0.4093 1.0251 0.2166
15 H 2.5132 1.2904 -1.0548
16 H 3.5508 3.4065 1.3116
17 H 5.8423 3.0178 2.3115
18 H 6.6592 0.5766 1.9111
19 H 5.5129 -1.4988 1.1092
20 H 6.0884 -0.0971 -1.0402
21 H 6.0053 -3.1231 -1.3131
22 H 7.1982 -1.9658 -1.9333
23 H 7.1008 -2.2406 -0.2243
24 C 0.1644 -0.2954 -2.8689
25 Cl -1.2239 -1.3659 -2.7364
26 Cl 1.0461 -0.4964 -4.3873
27 H -0.1759 0.7319 -2.8009
28 H 0.8448 -0.5280 -2.0536
29 C 2.0899 6.3974 3.0082
30 Cl 2.6557 5.3578 1.6738
31 Cl 2.5636 8.0703 2.7566
32 H 1.0095 6.3356 3.0509
33 H 2.5292 6.0410 3.9316
34 C 5.8430 6.0826 0.0618
35 Cl 6.5348 5.5728 1.6199
36 Cl 7.0865 6.6280 -1.0529
37 H 5.3256 5.2383 -0.3791
38 H 5.1525 6.8961 0.2496
39 C -2.2312 -3.0590 -5.9181
40 Cl -0.6031 -3.7327 -6.0778
41 Cl -2.6954 -2.1074 -7.3378
42 H -2.9350 -3.8692 -5.7987
43 H -2.2501 -2.4110 -5.0501
44 C -2.0328 -3.5932 0.9076
45 Cl -0.9645 -2.1739 0.8764
46 Cl -3.0175 -3.7399 -0.5494
47 H -1.4170 -4.4793 0.9993
48 H -2.6930 -3.5021 1.7611
49 C -4.9494 -7.2629 0.5570
50 Cl -4.0912 -8.7807 0.2579
51 Cl -4.0733 -6.2277 1.6909
52 H -5.0509 -6.7348 -0.3842
53 H -5.9231 -7.4799 0.9807
54 C -5.5921 -11.0861 2.7871
55 Cl -7.1721 -11.8540 2.9996
56 Cl -5.4703 -9.5392 3.6373
57 H -4.8353 -11.7533 3.1805
58 H -5.4307 -10.9087 1.7308
59 C -5.4334 -3.0044 -3.9632
60 Cl -4.5486 -4.5206 -4.1952
61 Cl -4.5625 -1.9115 -2.8815
62 H -5.5526 -2.5204 -4.9257
63 H -6.4002 -3.2309 -3.5312
64 C 2.0745 11.2674 1.1859
65 Cl 3.0633 12.7225 1.3155
66 Cl 1.4113 11.0595 -0.4418
67 H 2.6909 10.4076 1.4137
68 H 1.2511 11.3402 1.8878
69 C -2.0382 12.2438 0.8792
70 Cl -1.7626 11.4314 2.4311
71 Cl -3.6467 11.9059 0.2378
72 H -1.9410 13.3117 1.0312
73 H -1.2991 11.8899 0.1711
74 C -9.0169 -8.5889 2.4300
75 Cl -7.9632 -7.1676 2.3709
76 Cl -10.0134 -8.7315 0.9791
77 H -8.3974 -9.4716 2.5149
78 H -9.6657 -8.4955 3.2921

Forces on the atoms, in the same order (eV/Å):
-0.04 0.10 0.19
-0.37 0.08 0.08
0.57 -0.30 -0.08
-0.40 -0.13 -0.41
0.20 0.15 0.19
-0.99 0.01 -0.53
0.70 -0.46 0.58
-0.28 0.59 -0.82
0.18 -0.22 0.41
-0.42 -0.49 0.51
0.07 0.24 0.04
0.32 0.36 -0.36
-0.10 0.15 0.21
-0.12 -0.17 -0.15
0.28 0.18 -0.16
0.29 -0.34 0.17
0.09 0.09 -0.02
0.20 0.11 0.23
0.07 -0.10 0.17
-0.04 0.23 -0.21
-0.06 -0.18 0.03
-0.03 -0.12 -0.29
0.05 -0.16 0.14
0.16 0.03 0.17
-0.02 0.02 -0.01
-0.02 0.01 -0.05
-0.06 0.00 -0.10
0.03 -0.05 -0.02
-0.06 0.13 0.18
-0.26 0.38 0.01
0.01 -0.07 0.05
-0.01 -0.01 -0.13
0.10 -0.03 -0.05
-0.04 0.08 -0.17
-0.05 -0.09 0.12
-0.02 -0.03 0.01
0.03 -0.04 0.02
0.03 0.02 0.08
0.14 0.08 -0.12
-0.01 0.00 0.05
-0.05 0.02 0.04
0.18 0.04 -0.22
0.04 0.04 -0.02
-0.15 -0.27 0.00
0.07 0.03 0.01
0.19 0.13 0.07
0.05 0.02 -0.04
-0.01 0.09 -0.01
-0.08 0.01 -0.13
-0.02 0.00 -0.06
-0.04 -0.04 0.17
0.11 0.02 -0.01
0.14 -0.08 0.02
0.14 -0.05 -0.02
0.01 0.00 -0.01
-0.04 -0.04 -0.03
-0.02 -0.01 0.06
-0.06 0.05 -0.01
-0.04 0.06 -0.08
-0.37 -0.23 0.30
-0.16 0.08 -0.11
0.09 -0.01 -0.02
0.03 -0.04 0.07
-0.03 0.05 0.10
0.00 -0.02 0.03
-0.04 -0.07 0.00
0.06 0.04 -0.10
-0.04 0.05 -0.05
0.00 0.05 -0.09
0.10 0.00 0.00
0.02 0.01 -0.01
-0.05 0.00 0.06
-0.01 -0.06 0.01
-0.06 -0.07 0.02
-0.11 0.13 0.11
0.01 -0.02 0.01
0.06 -0.01 -0.03
-0.03 0.08 -0.02

=====

no.,LUMO level (eV),orbital gap (eV),molar mass (g mol⁻¹)
1,4.2,7.1,704.6
2,-9.1,1.3,861.0
3,-2.8,8.8,1323.3